Entry 1:
82
Properties=species:S:1:pos:R:3 method="wB97M-V/def2-TZVPD" homo_energy_ev="-10.3 / -10.8" e_above_lowest_kcal_mol=8.3 total_charge=+1 total_energy_ha=-2381.1812 spin_multiplicity=4 fmax_ev_per_a=0.60 homo_lumo_gap_ev="7.158 / 6.530" lumo_ev="-3.2 / -4.2" s_squared=3.79
Tc -0.594 0.527 0.810
C -0.152 -3.938 1.112
C 0.125 -2.578 0.925
N -0.827 -1.671 0.837
C -2.127 -2.044 0.971
C -2.495 -3.387 1.187
C -1.456 -4.341 1.237
C -3.864 -3.703 1.332
C -4.786 -2.697 1.306
C -4.418 -1.355 1.077
C -3.103 -1.010 0.860
N -2.572 0.235 0.495
C -3.152 1.006 -0.514
C -4.486 1.209 -0.797
C -4.878 1.992 -1.899
C -3.964 2.586 -2.722
C -2.587 2.418 -2.463
C -1.567 3.019 -3.231
C -0.258 2.824 -2.883
C 0.046 2.026 -1.777
N -0.882 1.428 -1.050
C -2.198 1.628 -1.365
H 0.668 -4.641 1.153
H 1.146 -2.229 0.858
H -1.701 -5.387 1.381
H -4.158 -4.734 1.484
H -5.834 -2.926 1.448
H -5.190 -0.605 1.117
H -5.260 0.805 -0.168
H -5.935 2.129 -2.086
H -4.276 3.196 -3.560
H -1.833 3.643 -4.076
H 0.553 3.278 -3.435
H 1.074 1.914 -1.468
F -1.731 5.888 0.590
C -1.478 4.830 1.364
C -1.152 3.632 0.760
C -0.889 2.498 1.521
C -0.927 2.622 2.926
C -1.280 3.850 3.486
F -1.386 3.995 4.817
C -1.570 4.964 2.731
C -0.618 1.422 3.702
C -0.397 1.409 5.078
C -0.133 0.223 5.732
C -0.137 -0.954 4.999
C -0.337 -0.874 3.641
N -0.540 0.276 2.981
H -1.107 3.640 -0.319
H -1.858 5.895 3.199
H -0.433 2.328 5.636
H 0.067 0.218 6.795
H 0.017 -1.916 5.466
H -0.340 -1.785 3.068
O 1.077 -1.057 -1.427
C 2.422 -0.662 -1.276
C 2.459 0.379 -0.086
O 3.491 0.973 0.110
O 1.411 0.522 0.693
C 2.967 -0.054 -2.578
C 4.239 0.516 -2.635
C 4.739 1.011 -3.829
C 3.991 0.936 -4.995
C 2.728 0.372 -4.951
C 2.220 -0.114 -3.753
C 3.290 -1.880 -0.888
C 2.845 -3.157 -1.229
C 3.615 -4.277 -0.948
C 4.847 -4.141 -0.330
C 5.295 -2.876 0.016
C 4.523 -1.754 -0.254
H 0.984 -1.533 -2.260
H 4.837 0.593 -1.742
H 5.728 1.451 -3.847
H 4.389 1.310 -5.929
H 2.129 0.299 -5.850
H 1.220 -0.530 -3.769
H 1.890 -3.297 -1.717
H 3.248 -5.258 -1.227
H 5.451 -5.013 -0.120
H 6.256 -2.755 0.499
H 4.878 -0.782 0.053

=====

Entry 2:
16
Properties=species:S:1:pos:R:3 method="wB97M-V/def2-TZVPD" homo_energy_ev=-9.0 e_above_lowest_kcal_mol=31.7 total_energy_ha=-400.1710 fmax_ev_per_a=2.17 homo_lumo_gap_ev=9.805 lumo_ev=0.8
C 0.820 2.052 -0.560
N 1.696 0.995 -0.073
C 1.509 -0.345 -0.638
C 0.029 -0.708 -0.828
O -0.774 -0.609 0.041
O -0.195 -1.337 -2.041
H 0.879 2.908 0.110
H -0.252 1.831 -0.645
H 1.089 2.363 -1.572
H 1.635 1.001 0.926
H 1.785 -1.107 0.093
H 2.100 -0.414 -1.546
H -1.150 -1.279 -2.128
O -2.482 -0.386 3.343
H -3.393 -0.105 3.174
H -2.285 -0.219 4.271

=====

Entry 3:
12
Properties=species:S:1:pos:R:3 method="wB97M-V/def2-TZVPD" homo_energy_ev=-8.8 e_above_lowest_kcal_mol=52.4 total_energy_ha=-5817.6979 fmax_ev_per_a=4.15 homo_lumo_gap_ev=9.175 lumo_ev=0.3
C 1.223 -0.487 0.510
C 0.533 0.494 -1.420
C -0.206 -0.306 1.056
C -1.027 0.254 -0.025
N 1.466 -0.129 -0.680
Cl -0.625 -2.043 1.448
Br -2.293 -0.759 -0.946
Br -1.698 2.035 0.465
H 1.866 -0.913 1.245
H 0.110 0.086 -2.425
H 0.772 1.615 -1.286
H -0.121 0.152 2.059

=====

Entry 4:
8
Properties=species:S:1:pos:R:3 method="wB97M-V/def2-TZVPD" homo_energy_ev="-2.7 / -2.7" e_above_lowest_kcal_mol=147.1 total_charge=-1 total_energy_ha=-680.6728 fmax_ev_per_a=3.15 homo_lumo_gap_ev="6.148 / 6.146" lumo_ev="3.4 / 3.4"
C -0.240 1.476 -0.162
C 0.779 0.566 -0.152
N 0.855 1.802 0.520
O 2.207 -1.556 -0.184
O -1.688 -1.779 0.121
S 0.879 -0.961 -0.689
H -1.247 1.786 -0.427
H -1.545 -1.334 0.973